one:
Computed, not measured: a 2-piece molecular cluster, C2H6N2O overall, with ωB97M-V/def2-TZVPD.

```
! RIJCOSX wB97M-V def2-TZVPD def2/J DEFGRID3
* xyz 0 1
C -2.12 -0.21 -0.24
C -2.24 -0.60 0.97
O -2.58 -0.82 2.06
H -1.74 0.77 -0.53
H -1.91 -0.96 -1.06
N 2.43 0.37 -0.10
N 1.03 0.39 0.09
H 2.80 0.03 -1.10
H 3.03 1.16 0.20
H 0.84 -0.58 0.49
H 0.48 0.46 -0.79
*
```

Results
- HOMO level: -9.1 eV
- Frontier orbital gap: 9.8927 eV

---

two:
Computed, not measured: the molecule C2H6N2O, with ωB97M-V/def2-TZVPD.

```
! RIJCOSX wB97M-V def2-TZVPD def2/J DEFGRID3
* xyz 0 1
C -1.59 -0.84 -0.34
O -0.43 -0.62 -1.13
C 0.60 0.00 -0.51
N 0.41 0.95 0.39
N 1.48 0.95 1.18
H -2.29 -1.39 -0.96
H -1.34 -1.42 0.56
H -2.04 0.11 -0.04
H 1.43 0.12 -1.22
H 1.64 1.89 1.57
H 2.13 0.26 0.48
*
```

Results
- HOMO level (spin up / spin down): -7.9 / -7.9 eV
- Frontier orbital gap (spin up / spin down): 8.8282 / 8.8282 eV

---

Most stable = one

---

one:
Computed, not measured: the molecule C2H6N2O, with ωB97M-V/def2-TZVPD.

```
! RIJCOSX wB97M-V def2-TZVPD def2/J DEFGRID3
* xyz 0 1
N 0.70 1.72 0.67
C -0.15 0.97 -0.51
C -0.21 -0.61 -0.26
N 0.80 -1.24 0.42
O -1.25 -1.20 -0.58
H 0.03 1.67 1.46
H 0.72 2.74 0.61
H 0.37 1.13 -1.48
H -1.13 1.45 -0.86
H 1.26 -0.70 1.19
H 0.43 -2.23 0.71
*
```

Results
- HOMO level: -9.9 eV
- Frontier orbital gap: 10.7732 eV

---

two:
Computed, not measured: the molecule C2H6N2O, with ωB97M-V/def2-TZVPD.

```
! RIJCOSX wB97M-V def2-TZVPD def2/J DEFGRID3
* xyz 0 1
H 2.78 -0.52 0.33
N 1.94 0.04 -0.18
C 0.94 -0.70 -0.07
N -0.29 -0.25 -0.47
C -0.61 1.12 0.05
O -1.28 -1.01 0.07
H 0.96 -1.75 0.45
H 0.07 1.87 -0.19
H -1.58 1.33 -0.47
H -0.83 0.93 1.10
H -2.10 -1.06 -0.62
*
```

Results
- HOMO level: -9.1 eV
- Frontier orbital gap: 9.8498 eV

---

Most stable = one

---

one:
Computed, not measured: a 2-piece molecular cluster, C2H2ClN overall, with ωB97M-V/def2-TZVPD.

```
! RIJCOSX wB97M-V def2-TZVPD def2/J DEFGRID3
* xyz 0 1
C 0.68 -0.09 -0.62
C 0.14 0.03 0.63
N 0.60 -1.19 0.07
Cl -2.39 0.40 -0.07
H 0.95 0.33 -1.56
H 0.02 0.52 1.56
*
```

Results
- HOMO level (spin up / spin down): -9.3 / -9.3 eV
- Frontier orbital gap (spin up / spin down): 8.2001 / 8.2008 eV

---

two:
Computed, not measured: the molecule C2H2ClN, with ωB97M-V/def2-TZVPD.

```
! RIJCOSX wB97M-V def2-TZVPD def2/J DEFGRID3
* xyz 0 1
Cl 0.13 1.87 -1.01
C -0.07 0.50 0.14
C 0.08 -0.92 -0.13
N 1.00 -0.43 0.61
H -0.88 0.73 0.97
H -0.26 -1.76 -0.58
*
```

Results
- HOMO level: -10.2 eV
- Frontier orbital gap: 11.0238 eV

---

Most stable = two